(a)
Density functional theory data (ωB97M-V/def2-TZVPD) for a 11-piece molecular cluster, C41H105N5O34P6 overall.

Computed properties:
E_LUMO in hartree: -0.0294
SMILES: CCOP(=O)(OCC)OCC.CCOP(=O)(OCC)OCC.CCOP(=O)(OCC)OCC.CCOP(=O)(OCC)OCC.CCOP(=O)(OCC)OCC.CCOP(=O)(OCC)OCC.C[N+](=O)[O-].C[N+](=O)[O-].C[N+](=O)[O-].C[N+](=O)[O-].C[N+](=O)[O-]

```
191
Properties=species:S:1:pos:R:3:lowdin_charge:R:1
C 8.37 -3.66 -0.06 -0.0452
C 7.21 -4.49 0.56 -0.2879
O 6.24 -3.60 0.88 -0.2334
P 5.39 -3.63 2.27 0.5374
O 6.18 -3.76 3.53 -0.2357
O 4.32 -4.79 2.00 -0.1666
C 3.74 -5.00 0.70 -0.2907
C 2.29 -5.29 0.66 -0.0633
O 4.39 -2.27 2.23 -0.2026
C 4.70 -1.05 2.78 -0.3045
C 5.99 -0.47 2.20 -0.0634
H 8.46 -2.66 0.36 0.0718
H 9.31 -4.21 0.04 0.0744
H 8.27 -3.51 -1.13 0.0479
H 6.79 -5.14 -0.22 0.1159
H 7.43 -5.13 1.42 0.1229
H 4.05 -4.21 0.02 0.0971
H 4.38 -5.75 0.25 0.1178
H 1.96 -5.19 -0.38 0.0818
H 2.04 -6.14 1.29 0.0897
H 1.70 -4.45 1.03 0.0726
H 3.73 -0.55 2.66 0.1145
H 4.74 -1.15 3.86 0.1218
H 6.88 -1.04 2.46 0.0744
H 6.11 -0.19 1.15 0.0629
H 6.01 0.52 2.66 0.0745
C 1.65 -1.17 -0.89 -0.0483
C 1.74 -0.03 0.06 -0.2967
O 0.93 -0.21 1.17 -0.1884
P -0.13 0.80 1.85 0.4902
O -0.40 0.56 3.31 -0.2318
O 0.51 2.22 1.46 -0.1729
C 0.59 3.17 2.47 -0.3150
C 1.09 4.40 1.78 -0.0451
O -1.31 0.67 0.78 -0.1863
C -2.25 -0.44 0.70 -0.1941
C -3.49 -0.40 1.72 -0.0466
H 0.66 -1.62 -1.00 0.0709
H 2.12 -0.88 -1.82 0.0650
H 2.24 -2.00 -0.49 0.0702
H 2.78 0.13 0.35 0.1177
H 1.41 0.93 -0.35 0.1162
H -0.28 3.36 3.11 0.0844
H 1.31 2.73 3.16 0.1223
H 2.13 4.30 1.49 0.0798
H 0.49 4.55 0.88 0.0558
H 1.15 5.28 2.42 0.0659
H -2.80 -0.40 -0.24 0.1059
H -1.80 -1.42 0.81 0.1053
H -3.90 -1.41 1.81 0.0739
H -3.22 0.02 2.69 0.0494
H -4.32 0.22 1.37 0.0528
C -7.70 0.30 2.10 -0.0703
C -7.62 1.72 2.49 -0.3383
O -8.87 1.90 2.93 -0.2202
P -9.99 2.75 2.03 0.5508
O -10.53 2.04 0.82 -0.2569
O -11.09 2.93 3.21 -0.1923
C -11.45 1.81 4.06 -0.2595
C -12.16 0.75 3.26 -0.0830
O -9.28 4.20 1.83 -0.1805
C -9.18 4.74 0.48 -0.2531
C -7.81 5.37 0.37 -0.0720
H -8.49 0.27 1.35 0.0802
H -6.83 0.01 1.51 0.0582
H -7.81 -0.46 2.88 0.0911
H -6.95 2.01 3.31 0.1344
H -7.48 2.28 1.57 0.1109
H -10.47 1.56 4.46 0.1054
H -12.08 1.98 4.93 0.1160
H -12.92 1.21 2.62 0.0858
H -11.51 0.29 2.52 0.0629
H -12.55 0.03 3.99 0.0805
H -9.34 3.95 -0.25 0.1025
H -10.01 5.42 0.26 0.1200
H -7.76 5.67 -0.68 0.0775
H -7.63 6.17 1.08 0.0859
H -7.01 4.63 0.42 0.0626
C 5.29 6.83 4.18 -0.0559
C 4.02 6.26 3.47 -0.2847
O 3.27 5.73 4.51 -0.1842
P 2.13 6.53 5.25 0.4826
O 1.19 7.35 4.34 -0.2796
O 1.37 5.34 6.04 -0.2186
C -0.11 5.25 6.03 -0.1956
C -0.45 4.25 7.20 -0.0394
O 2.86 7.29 6.46 -0.1979
C 2.17 8.34 7.14 -0.2610
C 1.47 7.87 8.43 -0.0582
H 6.04 7.32 3.56 0.0752
H 4.98 7.59 4.90 0.0591
H 5.60 6.02 4.83 0.0828
H 3.44 6.93 2.83 0.1141
H 4.36 5.51 2.76 0.1115
H -0.51 6.25 6.14 0.1069
H -0.40 4.87 5.05 0.0955
H -0.62 4.85 8.09 0.0704
H -1.28 3.58 6.95 0.0500
H 0.37 3.53 7.30 0.0763
H 3.09 8.84 7.44 0.1134
H 1.51 9.01 6.59 0.1167
H 0.49 8.34 8.48 0.0760
H 1.60 6.79 8.51 0.0781
H 2.04 8.29 9.26 0.0674
C -1.61 -1.85 -7.11 -0.0332
C -1.66 -3.37 -7.53 -0.2246
O -2.31 -4.27 -6.59 -0.2162
P -1.55 -4.84 -5.24 0.5463
O -0.08 -4.69 -5.24 -0.2219
O -2.08 -6.37 -5.10 -0.1853
C -1.37 -7.35 -5.79 -0.2709
C -1.85 -7.26 -7.29 -0.0561
O -2.36 -4.04 -4.02 -0.1643
C -1.56 -3.42 -3.08 -0.3377
C -1.13 -4.38 -1.97 -0.0618
H -1.00 -1.72 -6.22 0.0578
H -1.17 -1.20 -7.87 0.0709
H -2.59 -1.44 -6.86 0.0723
H -2.21 -3.72 -8.40 0.1157
H -0.74 -3.82 -7.92 0.0749
H -0.28 -7.31 -5.76 0.1064
H -1.61 -8.30 -5.30 0.1188
H -1.47 -6.38 -7.81 0.0476
H -1.46 -8.15 -7.80 0.0740
H -2.94 -7.30 -7.26 0.0816
H -0.77 -2.75 -3.44 0.1082
H -2.20 -2.70 -2.57 0.1097
H -1.99 -4.63 -1.34 0.0754
H -0.83 -5.30 -2.46 0.0684
H -0.43 -4.23 -1.14 0.0585
C 7.29 -4.62 -6.65 -0.0617
C 6.01 -5.02 -5.94 -0.3267
O 4.92 -5.22 -6.74 -0.1535
P 4.08 -3.98 -7.28 0.4343
O 4.66 -3.32 -8.44 -0.2149
O 2.64 -4.68 -7.52 -0.1866
C 1.94 -4.59 -8.76 -0.2487
C 1.46 -6.03 -8.97 -0.0606
O 3.72 -2.99 -6.09 -0.1521
C 2.64 -2.18 -6.01 -0.3383
C 2.84 -1.03 -5.07 -0.0482
H 8.06 -4.92 -5.94 0.0741
H 7.37 -5.10 -7.63 0.0904
H 7.34 -3.54 -6.72 0.0734
H 6.19 -6.04 -5.60 0.1221
H 5.64 -4.36 -5.16 0.1154
H 1.12 -3.88 -8.62 0.0901
H 2.53 -4.19 -9.58 0.1138
H 0.97 -6.40 -8.07 0.0565
H 0.64 -6.13 -9.68 0.0731
H 2.27 -6.71 -9.22 0.0829
H 2.20 -1.87 -6.96 0.1242
H 1.81 -2.82 -5.71 0.1025
H 1.87 -0.67 -4.72 0.0744
H 3.28 -1.26 -4.11 0.0546
H 3.34 -0.24 -5.64 0.0853
C 7.04 -1.21 -2.11 0.0333
N 5.66 -1.68 -2.03 -0.4451
O 4.76 -0.90 -2.12 0.0733
O 5.51 -2.87 -1.97 0.0730
H 7.62 -1.96 -2.65 0.0940
H 7.51 -0.93 -1.16 0.0996
H 7.05 -0.41 -2.85 0.1020
C -0.08 6.53 -3.42 0.0405
N 0.48 5.90 -2.15 -0.3681
O -0.31 5.60 -1.23 0.0264
O 1.70 5.56 -2.21 0.0425
H -0.90 7.18 -3.11 0.0903
H -0.36 5.77 -4.14 0.1008
H 0.63 7.22 -3.89 0.0922
C -2.49 1.24 5.40 0.0156
N -3.88 1.59 5.82 -0.3915
O -4.74 0.71 5.85 0.0458
O -4.17 2.83 5.96 0.0094
H -2.05 2.00 4.75 0.0638
H -2.78 0.30 4.92 0.0716
H -1.84 0.96 6.23 0.0924
C -0.85 -2.75 4.68 0.0262
N -0.89 -2.63 6.15 -0.4008
O -0.66 -3.69 6.69 0.0751
O -1.33 -1.57 6.68 0.0331
H -0.46 -3.73 4.38 0.0929
H -0.33 -1.95 4.15 0.0807
H -1.87 -2.85 4.33 0.1005
C -3.04 4.45 0.85 0.0398
N -3.44 3.89 2.12 -0.4145
O -4.63 3.91 2.37 0.0844
O -2.57 3.39 2.86 0.0351
H -3.90 5.04 0.53 0.0996
H -2.76 3.66 0.16 0.1122
H -2.18 5.10 1.00 0.1000
```

---

(b)
Density functional theory data (ωB97M-V/def2-TZVPD) for a 11-piece molecular cluster, C41H105N5O34P6 overall.

Computed properties:
E_LUMO in hartree: -0.0095
SMILES: CCOP(=O)(OCC)OCC.CCOP(=O)(OCC)OCC.CCOP(=O)(OCC)OCC.CCOP(=O)(OCC)OCC.CCOP(=O)(OCC)OCC.CCOP(=O)(OCC)OCC.C[N+](=O)[O-].C[N+](=O)[O-].C[N+](=O)[O-].C[N+](=O)[O-].C[N+](=O)[O-]

```
191
Properties=species:S:1:pos:R:3:lowdin_charge:R:1
C -3.50 0.54 -0.01 -0.0520
C -2.10 0.10 -0.31 -0.2732
O -2.04 -1.05 -1.19 -0.1708
P -0.53 -1.45 -1.52 0.4179
O 0.34 -1.46 -0.34 -0.2094
O -0.17 -0.43 -2.71 -0.1665
C 0.75 0.67 -2.50 -0.2308
C 0.90 1.34 -3.85 -0.0554
O -0.72 -2.91 -2.15 -0.2142
C -1.91 -3.19 -2.93 -0.2226
C -1.69 -4.61 -3.46 -0.0523
H -4.10 0.83 -0.87 0.0847
H -4.08 -0.31 0.38 0.0658
H -3.53 1.26 0.80 0.0693
H -1.62 0.93 -0.85 0.0893
H -1.44 0.05 0.56 0.1023
H 0.17 1.40 -1.92 0.0937
H 1.70 0.42 -2.05 0.0892
H -0.06 1.43 -4.37 0.0540
H 1.24 2.37 -3.71 0.0746
H 1.50 0.76 -4.56 0.0713
H -2.77 -3.12 -2.26 0.1108
H -2.10 -2.40 -3.66 0.1224
H -1.11 -5.19 -2.74 0.0777
H -2.55 -5.18 -3.82 0.0514
H -1.14 -4.51 -4.40 0.0556
C 3.59 -3.82 4.19 -0.0666
C 4.12 -2.51 3.61 -0.2713
O 3.04 -1.56 3.62 -0.1915
P 3.19 -0.11 2.93 0.4804
O 1.92 0.65 3.08 -0.2360
O 4.51 0.48 3.67 -0.1910
C 5.15 1.65 3.07 -0.2482
C 4.40 2.93 3.35 -0.0701
O 3.66 -0.49 1.42 -0.1740
C 2.98 0.11 0.32 -0.2777
C 3.35 1.55 0.10 -0.0771
H 4.47 -4.46 4.14 0.0788
H 3.16 -3.65 5.17 0.0805
H 2.80 -4.36 3.66 0.0749
H 4.97 -2.07 4.12 0.1146
H 4.44 -2.74 2.59 0.1132
H 6.04 1.55 3.72 0.1211
H 5.53 1.49 2.07 0.1031
H 4.53 3.24 4.38 0.0815
H 4.87 3.74 2.78 0.0835
H 3.35 2.84 3.07 0.0565
H 3.28 -0.41 -0.59 0.1071
H 1.92 -0.07 0.48 0.0859
H 4.43 1.73 0.17 0.0837
H 3.01 1.92 -0.86 0.0512
H 2.98 2.22 0.89 0.0630
C -7.01 1.88 9.31 -0.0678
C -7.33 0.50 8.73 -0.2996
O -6.82 0.31 7.45 -0.1502
P -5.32 -0.09 7.10 0.4052
O -4.33 0.99 7.16 -0.2244
O -5.05 -1.26 8.15 -0.1488
C -3.80 -1.90 8.19 -0.3052
C -3.04 -1.76 9.51 -0.0515
O -5.45 -0.83 5.70 -0.1584
C -5.35 0.01 4.53 -0.2648
C -5.13 -0.82 3.26 -0.0469
H -7.44 2.12 10.28 0.0749
H -5.94 2.08 9.35 0.0716
H -7.44 2.60 8.62 0.0783
H -7.10 -0.31 9.44 0.1138
H -8.42 0.37 8.76 0.1180
H -3.92 -2.99 8.05 0.0769
H -3.13 -1.82 7.33 0.1193
H -2.23 -2.46 9.72 0.0754
H -2.61 -0.75 9.47 0.0771
H -3.78 -1.82 10.31 0.0777
H -6.20 0.69 4.46 0.1198
H -4.55 0.74 4.69 0.1004
H -4.43 -1.61 3.52 0.0758
H -6.12 -1.16 2.93 0.0783
H -4.88 -0.23 2.38 0.0472
C 1.09 8.19 2.11 -0.0728
C -0.15 7.74 1.42 -0.2799
O 0.16 6.82 0.36 -0.1873
P -0.88 5.60 0.16 0.3960
O -2.28 5.96 0.10 -0.2129
O -0.36 4.98 -1.22 -0.1590
C 0.92 4.39 -1.36 -0.2647
C 2.12 4.96 -0.59 -0.0766
O -0.46 4.59 1.33 -0.1797
C -0.66 3.18 1.31 -0.2424
C -1.59 2.73 2.46 -0.0459
H 0.92 8.71 3.06 0.0800
H 1.86 7.43 2.19 0.0782
H 1.54 9.00 1.52 0.0773
H -0.86 7.31 2.13 0.1132
H -0.75 8.58 1.04 0.1230
H 0.91 3.32 -1.13 0.0845
H 1.27 4.42 -2.39 0.1080
H 2.06 5.19 0.47 0.0654
H 3.00 4.35 -0.77 0.0541
H 2.36 5.88 -1.14 0.0825
H -1.09 2.86 0.36 0.1034
H 0.33 2.77 1.49 0.1159
H -2.51 3.32 2.51 0.0848
H -1.78 1.66 2.43 0.0423
H -1.01 3.00 3.34 0.0855
C 8.42 3.70 -5.16 -0.0601
C 7.42 4.80 -4.80 -0.2358
O 6.45 4.38 -3.82 -0.1637
P 5.20 3.48 -4.07 0.3845
O 4.28 3.46 -2.93 -0.2151
O 5.79 2.08 -4.53 -0.1789
C 4.88 0.94 -4.63 -0.2179
C 4.63 0.30 -3.28 -0.0727
O 4.60 4.06 -5.45 -0.1751
C 4.04 5.35 -5.50 -0.2963
C 3.92 5.87 -6.95 -0.0698
H 8.96 4.04 -6.04 0.0819
H 9.06 3.51 -4.30 0.0829
H 7.85 2.85 -5.53 0.0657
H 7.96 5.65 -4.40 0.1206
H 6.88 5.07 -5.71 0.1059
H 3.91 1.29 -4.98 0.1002
H 5.31 0.27 -5.36 0.1256
H 5.56 -0.07 -2.85 0.0904
H 4.36 0.98 -2.47 0.0432
H 3.81 -0.41 -3.39 0.0679
H 3.04 5.45 -5.09 0.1174
H 4.66 6.10 -5.00 0.1172
H 3.21 5.22 -7.48 0.0731
H 3.49 6.87 -6.96 0.0775
H 4.81 5.83 -7.57 0.0726
C -4.11 -5.50 6.99 -0.0587
C -2.70 -5.15 6.50 -0.2477
O -2.70 -5.10 5.08 -0.1702
P -1.55 -4.48 4.18 0.4196
O -0.25 -5.18 4.24 -0.2469
O -2.25 -4.52 2.74 -0.1683
C -1.59 -3.94 1.63 -0.2766
C -1.38 -5.05 0.58 -0.0553
O -1.39 -2.97 4.68 -0.1953
C -0.45 -2.00 4.16 -0.2399
C -1.23 -0.77 3.73 -0.0515
H -4.59 -4.53 7.12 0.0506
H -4.77 -6.15 6.43 0.0812
H -3.99 -5.79 8.04 0.0815
H -2.39 -4.20 6.92 0.1003
H -2.02 -5.96 6.81 0.1206
H -2.35 -3.34 1.11 0.1156
H -0.69 -3.34 1.75 0.1027
H -0.80 -4.65 -0.25 0.0547
H -0.79 -5.88 1.00 0.0815
H -2.35 -5.40 0.24 0.0810
H 0.29 -1.78 4.93 0.1218
H 0.15 -2.49 3.39 0.0958
H -1.77 -0.96 2.81 0.0646
H -1.88 -0.50 4.57 0.0824
H -0.61 0.12 3.62 0.0529
C 2.26 -3.66 -3.07 0.0531
N 2.50 -3.41 -4.50 -0.4394
O 1.51 -3.36 -5.20 0.0408
O 3.60 -3.16 -4.92 0.0764
H 1.43 -4.36 -2.98 0.0871
H 2.02 -2.69 -2.64 0.0875
H 3.09 -4.11 -2.54 0.1057
C -3.06 4.17 -4.88 0.0718
N -2.61 2.85 -4.30 -0.4421
O -2.17 2.89 -3.16 0.0555
O -2.78 1.83 -4.93 0.0553
H -2.11 4.71 -4.86 0.1015
H -3.90 4.54 -4.31 0.1040
H -3.29 3.95 -5.92 0.0919
C 0.41 -6.38 -6.02 0.0183
N 0.97 -7.73 -6.18 -0.4399
O 0.26 -8.71 -6.22 0.0664
O 2.18 -7.82 -6.23 0.0613
H 1.07 -5.64 -6.47 0.0876
H 0.14 -6.00 -5.04 0.0708
H -0.44 -6.23 -6.69 0.1003
C -4.54 -8.77 -5.28 0.0486
N -3.86 -7.49 -4.98 -0.4292
O -4.54 -6.51 -4.72 0.0618
O -2.67 -7.46 -5.29 0.0484
H -5.36 -8.82 -4.57 0.0988
H -3.82 -9.57 -5.14 0.0989
H -4.95 -8.70 -6.28 0.1059
C -0.36 1.12 -7.61 0.0395
N -0.20 1.45 -9.06 -0.4531
O 0.75 0.96 -9.64 0.0755
O -1.05 2.19 -9.52 0.0607
H -0.16 0.05 -7.66 0.1002
H -1.41 1.14 -7.33 0.0835
H 0.30 1.60 -6.90 0.0864
```

---

If we sort the structures by their calculated energies, the order from most to least stable is (b), (a).